Formula: C40H89Br21NO21P5
Source: the OMol25 dataset
Level of theory: ωB97M-V/def2-TZVPD

Calculated values
spin multiplicity = 1
orbital gap = 8.50 eV
maximum force = 0.1036 hartree/bohr

XYZ file:
```
177
Properties=species:S:1:pos:R:3:forces:R:3
C -17.5887 17.4159 -2.0359 -2.25 -0.49 1.66
O -18.3587 17.2035 -1.0810 1.80 0.49 -1.09
N -17.9089 17.0494 -3.2870 0.71 0.29 -0.17
C -16.9541 17.2958 -4.3521 -0.13 -0.34 -0.37
C -19.0610 16.1990 -3.5330 -0.36 0.20 0.29
H -16.6232 17.9415 -1.9750 -0.11 0.01 0.24
H -17.5635 17.5391 -5.2224 0.52 0.02 -0.30
H -16.2839 16.4566 -4.5385 -0.39 -0.54 -0.29
H -16.2221 18.0795 -4.1571 -0.61 0.47 0.37
H -19.8340 16.3515 -2.7798 0.40 0.13 0.28
H -19.5700 16.4556 -4.4621 0.47 -0.14 -0.30
H -18.7709 15.1496 -3.4809 -0.07 -0.11 -0.32
C -30.1799 7.8417 -2.8651 -0.12 -1.41 -0.41
Br -31.4943 6.3083 -2.6518 0.88 1.18 -0.24
Br -29.9556 8.2973 -4.7786 -0.17 -0.19 1.21
Br -28.4634 7.2738 -2.0680 -0.97 0.58 -0.41
H -30.6343 8.6763 -2.3313 0.41 -0.16 -0.16
C -17.8627 4.7573 -9.6875 0.87 -0.70 1.06
Br -17.9824 6.6171 -9.0835 0.11 -0.96 -0.57
Br -18.4796 3.5635 -8.1437 0.52 0.95 -1.54
Br -15.9957 4.2304 -10.2602 -1.36 0.51 0.56
H -18.4545 4.5531 -10.5798 -0.16 0.23 0.51
C -11.0177 11.4219 -4.4135 0.19 0.23 -1.02
Br -10.7629 13.0511 -5.5265 -0.41 -0.65 0.60
Br -9.5855 10.2017 -4.8833 -0.39 -0.10 0.11
Br -12.8214 10.6225 -4.7095 1.37 0.63 0.48
H -10.7792 11.7205 -3.3926 -0.79 -0.15 -0.16
C -31.8621 14.8672 -2.1089 0.14 0.32 -0.02
Br -30.9178 15.9119 -0.7026 -0.52 -0.60 -1.02
Br -30.6809 13.5426 -2.9699 -0.54 0.88 0.31
Br -32.8211 16.0607 -3.4081 0.86 -0.96 0.97
H -32.6094 14.2712 -1.5850 0.10 0.36 -0.24
C -30.1986 0.7860 -6.9064 -0.73 0.71 -0.24
Br -30.7124 0.7401 -8.8573 0.42 -0.13 1.67
Br -31.8189 0.4736 -5.7258 1.42 0.49 -1.02
Br -29.2224 2.5023 -6.5576 -0.88 -1.28 -0.05
H -29.5146 -0.0251 -6.6564 -0.20 0.23 -0.36
C -25.9891 18.1031 -3.0234 -0.29 -0.29 -0.94
Br -27.3322 17.7831 -4.5210 0.92 0.27 1.35
Br -24.2526 18.5025 -3.8940 -0.90 -0.40 0.79
Br -26.0126 16.6331 -1.7371 0.25 0.54 -0.73
H -26.2880 18.9820 -2.4522 0.01 -0.16 -0.45
C -23.7224 11.2456 0.7203 -0.13 1.04 1.46
Br -22.6305 12.8172 0.1291 -0.93 -1.31 0.29
Br -25.6633 11.7983 1.0176 1.76 -0.54 -0.37
Br -22.9491 10.5619 2.4809 -0.73 0.48 -1.62
H -23.6944 10.4372 -0.0103 0.03 0.32 0.16
C -19.1589 10.7908 -6.0569 -0.76 -0.95 -0.01
C -20.6596 10.4083 -6.1842 -0.23 1.93 -0.57
O -21.1533 9.4397 -5.2864 -1.54 -0.95 1.33
P -22.7491 9.2245 -4.9219 1.17 -0.59 -0.07
O -23.0313 8.6982 -3.5686 0.60 0.53 -0.90
O -23.3078 8.2624 -6.0769 0.55 2.07 0.36
C -23.1664 6.8699 -6.0436 -1.09 -1.69 -0.61
C -24.4061 6.2572 -5.4102 0.25 -0.14 0.35
O -23.3892 10.6400 -5.2771 1.07 -1.28 0.13
C -24.6287 11.0046 -4.7436 -2.43 1.78 -0.17
C -24.9824 12.3444 -5.4121 0.12 -0.55 0.30
H -18.9082 11.4732 -6.8690 -0.15 0.00 -0.05
H -18.9065 11.2895 -5.1211 -0.24 -0.12 0.08
H -18.5286 9.9082 -6.1657 0.06 -0.02 0.06
H -21.2487 11.3100 -6.0169 0.14 0.29 0.13
H -20.9439 10.1587 -7.2065 0.44 -0.52 -0.17
H -23.1802 6.5603 -7.0886 0.47 0.02 -0.07
H -22.2641 6.4872 -5.5666 0.16 0.44 0.07
H -25.3116 6.5185 -5.9578 0.05 0.33 0.11
H -24.3672 5.1680 -5.4271 0.24 -0.07 0.07
H -24.4348 6.5992 -4.3757 -0.39 -0.07 0.02
H -25.4610 10.3233 -4.9205 0.41 -0.66 -0.48
H -24.7019 11.1689 -3.6686 1.03 -0.21 0.21
H -25.9052 12.7405 -4.9882 0.12 0.13 0.13
H -24.1381 13.0060 -5.2185 -0.23 0.31 -0.15
H -25.1461 12.2347 -6.4842 0.21 -0.05 0.00
C -27.1269 0.5740 -1.9294 -1.39 1.96 -1.50
C -26.3336 -0.0228 -0.8575 -0.72 -1.29 1.14
O -25.2494 0.8243 -0.5877 2.03 1.30 1.17
P -24.3705 0.9601 0.7757 1.56 -2.95 0.93
O -23.4423 -0.2324 1.0764 -2.75 3.44 -0.78
O -25.5015 1.2560 1.9431 0.79 -0.14 -2.00
C -25.5192 0.3857 3.0331 -0.23 -1.65 2.47
C -26.6211 0.6841 4.0240 -1.07 1.03 -0.48
O -23.5750 2.3518 0.6735 -0.60 -1.80 -0.58
C -24.2200 3.4977 0.1355 0.25 1.62 0.14
C -24.6232 4.4185 1.2967 -0.63 0.15 -0.80
H -27.5559 1.5429 -1.6741 0.36 0.35 0.59
H -26.5285 0.8169 -2.8075 0.06 -0.46 -0.16
H -28.0611 0.0940 -2.2209 0.42 -0.92 -0.02
H -26.9369 -0.1373 0.0431 -0.07 0.01 0.18
H -26.0382 -1.0298 -1.1521 0.60 0.03 0.11
H -25.6935 -0.6765 2.8612 0.37 -0.02 -1.32
H -24.5829 0.4103 3.5907 0.26 0.17 -0.28
H -26.9614 -0.1890 4.5808 0.94 0.01 0.57
H -26.3808 1.5737 4.6063 -0.18 -0.29 0.44
H -27.5753 0.8877 3.5380 0.06 0.44 -0.59
H -23.5392 4.0381 -0.5223 0.49 -0.29 0.10
H -25.0197 3.1940 -0.5400 -0.41 0.10 0.45
H -25.3788 3.8635 1.8528 0.10 0.48 0.46
H -23.8279 4.8464 1.9070 0.43 -1.03 0.15
H -25.0171 5.3654 0.9275 -0.69 -0.21 -0.42
C -18.0041 11.9313 -12.0133 0.88 -0.86 0.53
C -17.4024 12.6271 -13.2203 -0.91 1.38 1.95
O -16.9300 11.6616 -14.1095 0.31 -0.17 -1.28
P -15.4147 11.7066 -14.5977 2.14 -1.07 0.53
O -14.8020 12.9975 -15.0030 -1.11 -1.49 0.76
O -14.5927 10.9413 -13.3780 -0.63 1.71 -2.52
C -15.0579 9.7289 -12.7871 -0.44 0.66 0.47
C -14.6024 9.8839 -11.3260 -0.05 -1.29 -0.40
O -15.4234 10.5563 -15.7355 1.17 0.73 4.75
C -16.1391 10.6984 -16.8561 -0.47 -1.09 -3.75
C -15.4849 9.6019 -17.7782 -1.10 0.05 -0.67
H -18.1429 12.5525 -11.1284 -0.41 0.45 -0.39
H -18.8692 11.2953 -12.2009 -0.13 0.33 -0.19
H -17.2160 11.2616 -11.6690 0.02 -0.35 0.05
H -18.1291 13.3222 -13.6408 0.01 -0.31 -0.70
H -16.6074 13.2701 -12.8428 0.32 -0.05 -0.19
H -16.1113 9.6233 -13.0464 -0.30 0.04 0.77
H -14.6100 8.8526 -13.2555 0.52 0.13 0.05
H -14.8355 8.9721 -10.7761 0.15 -0.14 0.06
H -13.5212 9.9679 -11.4353 0.05 0.03 0.43
H -14.9571 10.7076 -10.7064 -0.31 0.24 -0.65
H -17.1962 10.4384 -16.8005 -0.19 -0.33 0.64
H -16.1792 11.7464 -17.1530 0.62 0.02 -0.77
H -14.4070 9.5655 -17.9359 -0.01 0.89 0.21
H -15.6927 8.6192 -17.3550 -0.20 0.09 0.52
H -15.9768 9.5236 -18.7477 0.04 0.38 -0.20
C -25.4336 -1.0168 -9.9977 -0.04 0.46 -0.64
C -24.5657 0.2039 -10.3238 -1.09 0.70 1.46
O -25.2043 1.0871 -11.2811 0.43 0.04 -1.31
P -24.3375 2.2012 -12.0757 0.66 0.01 -0.52
O -23.1217 2.7042 -11.3446 -2.17 -0.69 -0.87
O -23.9505 1.5057 -13.4898 -1.46 1.69 1.35
C -22.9557 0.4729 -13.5850 -1.14 0.90 -1.15
C -22.1371 0.8795 -14.7878 0.88 -0.16 0.40
O -25.4883 3.2400 -12.5800 1.25 -1.15 0.41
C -26.5850 3.6773 -11.7475 0.25 0.08 0.26
C -26.1086 4.3813 -10.4622 -0.30 -0.56 -1.22
H -25.4844 -1.6346 -10.8943 -0.07 -0.26 0.14
H -25.0104 -1.5811 -9.1667 0.28 0.01 -0.16
H -26.4523 -0.7705 -9.6985 0.02 0.30 -0.14
H -24.5810 0.9070 -9.4911 0.89 -0.69 0.67
H -23.5627 -0.1430 -10.5723 -0.01 0.47 -0.32
H -22.4300 0.4799 -12.6302 0.33 -0.74 -0.29
H -23.5767 -0.3707 -13.8860 0.55 -0.73 0.83
H -22.7020 0.9398 -15.7180 -0.33 0.05 0.30
H -21.7161 1.8559 -14.5476 0.24 -0.04 -0.32
H -21.3494 0.1466 -14.9620 0.24 0.10 0.05
H -27.2192 4.3286 -12.3489 0.56 0.31 -0.27
H -27.2557 2.8375 -11.5660 0.32 -0.29 0.43
H -25.2997 5.0820 -10.6691 -0.18 0.11 -0.20
H -27.0007 4.9170 -10.1377 0.26 -0.06 0.76
H -25.6933 3.6378 -9.7819 -0.40 0.16 0.37
C -12.8344 5.9382 -2.6857 0.47 -0.76 -1.30
C -13.9534 5.6931 -1.7181 0.94 -2.16 0.12
O -14.8729 6.7048 -1.7489 -4.67 2.19 -1.32
P -16.2679 6.5268 -2.7470 2.97 -1.02 -0.36
O -15.9269 5.9316 -4.0845 -0.90 1.32 2.32
O -16.9379 7.9769 -2.7802 0.99 -0.57 -0.11
C -17.3666 8.5819 -1.5584 -1.69 -0.15 1.14
C -17.8271 10.0247 -1.7217 1.16 -0.05 -1.04
O -17.2523 5.6125 -1.8394 3.22 1.37 0.45
C -18.5058 5.4705 -2.3411 -3.35 -1.66 -1.82
C -18.8326 3.9659 -2.5873 -0.02 -0.02 0.46
H -11.8923 5.4446 -2.4468 0.16 0.47 0.82
H -13.0014 5.4289 -3.6348 -0.65 0.46 -0.33
H -12.7369 7.0090 -2.8646 0.32 -0.10 0.07
H -14.5043 4.7744 -1.9194 0.47 -0.48 -0.08
H -13.5273 5.5848 -0.7207 -0.32 0.32 0.30
H -18.2666 8.0651 -1.2249 -0.15 -0.40 -0.15
H -16.6828 8.3932 -0.7308 0.55 0.42 -0.32
H -18.3612 10.3656 -0.8347 0.16 0.00 -0.10
H -16.9790 10.6610 -1.9744 0.16 0.24 0.53
H -18.4399 10.1419 -2.6155 -0.49 -0.37 0.19
H -19.2438 5.9664 -1.7106 0.00 -0.37 0.57
H -18.6773 5.9793 -3.2897 0.46 0.13 -0.33
H -19.8794 3.7600 -2.8104 -0.18 0.45 0.13
H -18.2963 3.4813 -3.4032 0.39 0.60 -0.16
H -18.5857 3.3621 -1.7141 -0.03 0.18 0.25
```
Forces are in eV/Å.

***

Formula: C40H42NOP2Sn
Source: the OMol25 dataset
Level of theory: ωB97M-V/def2-TZVPD

Calculated values
spin multiplicity = 2
orbital gap (alpha / beta) = 4.56 / 6.53 eV
maximum force = 0.0469 hartree/bohr

XYZ file:
```
87
Properties=species:S:1:pos:R:3:forces:R:3
Sn 1.6448 -0.5532 0.1334 1.17 0.23 0.94
C -2.7667 0.4348 5.1675 0.73 -0.56 0.47
C -2.9901 0.4728 3.8467 0.04 -0.08 0.56
C -3.3393 1.5757 2.8885 -0.12 0.10 -0.85
C -2.3039 2.7205 2.5717 -1.17 -0.60 -0.23
C -1.0954 2.7122 3.4385 -0.09 0.41 0.28
C -1.1464 2.9655 4.7425 0.23 0.20 -0.07
C -2.4097 2.8772 5.5221 -0.37 0.25 0.64
C -2.4483 1.5082 6.1962 -0.32 -0.37 -0.17
C 1.5763 1.0812 1.6449 -0.27 -0.04 -0.07
H -2.6893 -0.5734 5.6053 -0.07 0.35 -0.38
H -2.9608 -0.4925 3.3485 -0.50 -0.05 0.50
H -4.2789 2.0323 3.2144 0.07 -0.07 -0.03
H -3.5676 1.0720 1.9253 -0.03 0.32 0.52
H -1.9987 2.5939 1.5258 -0.01 0.16 0.23
H -2.8811 3.6704 2.6325 0.66 -0.43 0.01
H -0.1981 2.4419 2.9190 0.64 0.64 0.12
H -0.2689 3.1922 5.3485 0.17 -0.56 -0.25
H -3.2893 2.9230 4.8932 -0.16 0.43 -0.08
H -2.4841 3.6386 6.2961 0.01 0.26 -0.05
H -1.4532 1.3277 6.6739 -0.65 -0.23 -0.38
H -3.1954 1.4362 7.0147 0.30 0.25 -0.38
H 2.4148 0.9713 2.3448 -0.04 0.26 -0.22
H 0.6463 0.9746 2.2406 0.47 0.09 -0.55
H 1.6072 2.0289 1.1038 0.01 0.20 0.42
P 0.1551 -2.1048 -2.2148 -0.58 -0.76 -0.06
P 2.1215 0.2613 -2.9114 0.79 0.28 -1.19
C -0.4847 -0.5690 -2.9351 0.65 1.05 -0.35
C 0.3907 0.3390 -3.4235 -1.08 -0.79 0.02
C -0.4687 -3.2396 -3.5703 -0.30 -0.43 -0.21
C -1.5898 -2.9415 -4.3665 0.20 -0.16 -0.37
C -1.8828 -3.6951 -5.5107 0.12 -0.01 0.30
C -1.1229 -4.8270 -5.8103 0.12 0.06 0.32
C -0.1078 -5.2355 -4.9380 -0.17 0.18 0.07
C 0.2280 -4.4397 -3.8363 -0.26 0.41 -0.07
C -1.1949 -2.3326 -0.9815 0.06 -0.12 -0.20
C -1.3962 -1.3442 -0.0068 -0.49 -0.16 0.14
C -2.3081 -1.5656 1.0168 -0.41 -0.24 -0.15
C -3.1682 -2.6729 0.9789 0.43 -0.09 -0.16
C -2.9922 -3.6412 -0.0248 0.06 0.46 0.19
C -1.9770 -3.4943 -0.9767 -0.29 0.42 0.62
C 2.7817 0.7111 -4.6283 0.20 0.09 0.01
C 2.4154 -0.1018 -5.7243 -0.04 0.31 0.28
C 2.6704 0.3157 -7.0318 0.09 -0.02 0.32
C 3.3316 1.5220 -7.2596 0.05 -0.03 0.29
C 3.7950 2.2797 -6.1860 -0.03 -0.32 0.28
C 3.5484 1.8642 -4.8710 -0.31 -0.17 -0.18
C 2.2332 1.8977 -2.0603 0.06 -0.21 0.00
C 3.3715 2.1279 -1.2671 -0.22 0.14 -0.16
C 3.4986 3.3239 -0.5652 -0.14 0.23 0.01
C 2.4845 4.2894 -0.6349 0.28 -0.15 0.10
C 1.3563 4.0589 -1.4236 -0.05 -0.09 0.06
C 1.2212 2.8612 -2.1286 0.34 0.33 0.31
H -1.5728 -0.4474 -2.9693 0.32 0.05 -0.46
H 0.1126 1.1148 -4.1469 -0.24 -0.02 0.53
H -2.2485 -2.1083 -4.1154 0.32 -0.16 -0.12
H -2.7111 -3.4018 -6.1621 0.27 -0.11 0.26
H -1.3329 -5.4007 -6.7077 -0.01 0.01 0.13
H 0.4167 -6.1775 -5.1169 -0.08 0.37 0.03
H 1.0284 -4.7504 -3.1613 -0.10 0.16 -0.25
H -0.8858 -0.3697 -0.0188 -0.15 -0.67 -0.17
H -2.3362 -0.8456 1.8339 -0.23 -0.20 -0.55
H -3.9716 -2.7677 1.7148 0.35 -0.09 -0.17
H -3.6500 -4.5043 -0.0725 0.08 0.09 0.06
H -1.8291 -4.2557 -1.7367 -0.02 0.10 0.14
H 1.8959 -1.0509 -5.5489 0.08 0.37 -0.04
H 2.3472 -0.2982 -7.8712 0.07 0.12 0.19
H 3.5052 1.8622 -8.2704 0.01 0.00 -0.07
H 4.3465 3.2002 -6.3607 -0.07 -0.15 0.00
H 3.9275 2.4561 -4.0325 -0.26 -0.12 -0.31
H 4.1527 1.3654 -1.1968 -0.26 0.21 -0.05
H 4.3883 3.4947 0.0467 -0.34 -0.01 -0.16
H 2.5740 5.2111 -0.0492 -0.04 -0.35 -0.31
H 0.5644 4.8096 -1.4800 0.25 -0.22 0.05
H 0.3245 2.6848 -2.7164 0.21 0.07 0.12
O 1.0818 -1.5797 2.1783 -0.01 -0.12 2.41
N 1.1541 -1.3328 3.5119 -0.12 0.02 -1.26
C -0.0088 -1.1643 4.2077 0.06 -0.41 -0.13
C -0.0348 -1.4176 5.5715 0.58 0.36 -0.12
C 1.1748 -1.5129 6.2629 -0.24 -0.15 0.07
C 2.3691 -1.3370 5.5629 -0.14 -0.17 0.10
C 2.3428 -1.3153 4.1803 -0.66 -0.27 -0.15
H -0.9077 -0.8715 3.6590 0.62 -0.58 -0.07
H -0.9953 -1.5127 6.0794 0.44 0.19 -0.17
H 1.1432 -1.7564 7.3253 0.24 0.29 -0.25
H 3.3493 -1.2866 6.0433 -0.46 -0.19 -0.05
H 3.2520 -1.4135 3.6095 -0.19 0.17 -0.40
```
Forces are in eV/Å.